Molecular formula: C38H31N2P2PdS
Method: DFT, the ωB97M-V functional and the def2-TZVPD basis

Element x y z (Å)
Pd1 -0.47404 -1.09734 0.02472
C1 -0.47879 3.07848 0.04071
N1 -0.04457 1.76722 -0.42625
P1 -0.84158 0.78949 -1.61990
C2 -1.12025 2.12434 -2.86099
C3 -0.14029 2.27247 -3.83866
C4 -0.15876 3.35319 -4.70246
C5 -1.15701 4.30796 -4.59414
C6 -2.17310 4.13287 -3.66965
C7 -2.16943 3.03879 -2.82061
C8 -2.55952 0.26095 -1.16768
C9 -2.75234 -1.11495 -1.41441
C10 -3.98697 -1.70652 -1.19982
C11 -5.04563 -0.93596 -0.74249
C12 -4.85717 0.40759 -0.46777
C13 -3.62003 1.00497 -0.66233
P2 0.96355 0.79175 0.57691
C14 2.20907 1.93948 1.28518
C15 2.80884 2.96167 0.55904
C16 3.84795 3.67820 1.12494
C17 4.29608 3.38136 2.40219
C18 3.70040 2.36116 3.12382
C19 2.66012 1.63956 2.56544
C20 2.02909 -0.02676 -0.67767
C21 2.43269 -1.33944 -0.42211
C22 3.24613 -2.00116 -1.33177
C23 3.65101 -1.36253 -2.49198
C24 3.25118 -0.05875 -2.74414
C25 2.44344 0.60861 -1.84305
H1 -1.40303 3.36289 -0.45758
H2 0.27157 3.84076 -0.17993
H3 -0.64929 3.07022 1.12054
H4 0.62940 1.51889 -3.92348
H5 0.60914 3.45482 -5.45375
H6 -1.15654 5.17339 -5.23883
H7 -2.97258 4.85628 -3.60397
H8 -2.99925 2.90283 -2.14656
H9 -1.94165 -1.70284 -1.87710
H10 -4.13081 -2.76111 -1.38953
H11 -6.01692 -1.38446 -0.59682
H12 -5.68458 1.00130 -0.10949
H13 -3.49309 2.04527 -0.40219
H14 2.48220 3.19631 -0.44178
H15 4.32029 4.47209 0.56788
H16 5.11082 3.94236 2.83460
H17 4.04588 2.12933 4.11916
H18 2.19025 0.83427 3.11329
H19 2.16604 -1.80850 0.52673
H20 3.57055 -3.01213 -1.13237
H21 4.28484 -1.87878 -3.19668
H22 3.57557 0.43982 -3.64480
H23 2.12708 1.62178 -2.04333
S1 -0.38782 -4.10087 3.56575
C26 0.71831 -4.80507 2.42493
C27 1.56399 -5.88914 2.59427
C28 2.36103 -6.25959 1.53033
C29 2.27235 -5.59611 0.30733
C30 1.42064 -4.52903 0.12572
C31 0.65478 -4.09811 1.20728
N2 -0.20554 -3.03506 1.22412
C32 -0.82236 -2.91379 2.37007
C33 -1.71099 -1.81639 2.66416
C34 -2.53138 -1.81229 3.79610
C35 -3.26186 -0.68473 4.10967
C36 -3.17692 0.44291 3.30794
C37 -2.39077 0.42956 2.16087
C38 -1.68030 -0.70147 1.81675
H24 1.58741 -6.43321 3.52309
H25 3.04904 -7.08179 1.64693
H26 2.87724 -5.93731 -0.51697
H27 1.32860 -4.02159 -0.82650
H28 -2.59396 -2.69844 4.41396
H29 -3.88146 -0.67993 4.99306
H30 -3.73568 1.33021 3.56453
H31 -2.35028 1.31976 1.54760

Summary:
* multiplicity: 3
* HOMO level (spin up / spin down): -10.05 / -10.84 eV
* total energy: -2784.6982 Eh
* total charge: +1
* <S²>: 2.02

Molecular formula: C5H30NO11
Method: DFT, the ωB97M-V functional and the def2-TZVPD basis

Element x y z (Å)
C1 2.25990 -1.41456 0.52041
C2 1.11352 -0.52612 0.01654
C3 -0.36850 -1.20938 0.40077
C4 -0.86472 -1.99649 -0.76942
O1 -2.25354 -1.67429 -0.97921
N1 1.21368 0.82903 0.65711
C5 2.14896 1.74034 -0.05531
O2 1.70781 1.99005 -1.34641
H1 2.14482 -2.40118 0.02835
H2 3.19713 -0.98641 0.25557
H3 2.19313 -1.49963 1.63742
H4 1.11752 -0.50081 -1.06714
H5 -0.19978 -1.86285 1.24960
H6 -1.22675 -0.46700 0.66471
H7 -1.05547 -3.14394 -0.57562
H8 -0.28821 -1.80875 -1.70119
H9 0.33196 1.33707 0.55615
H10 3.10644 1.27384 -0.19524
H11 2.22207 2.65696 0.54397
H12 0.53473 1.87120 -1.44150
H13 1.68848 -0.03191 -2.29226
H14 1.56828 -0.71132 -3.62296
O3 2.03319 -0.73417 -2.77659
H15 -0.93704 2.86808 -1.75869
H16 -0.18329 1.27743 -3.19631
O4 -0.74147 1.98938 -1.62360
H17 -2.46078 0.90956 0.50871
H18 -1.25833 1.72851 -0.31919
O5 -1.71349 1.49050 0.63445
H19 -2.44503 -0.68587 -1.29439
H20 -3.31721 1.86811 -2.98648
O6 -2.97935 1.01870 -2.95025
H21 -2.13085 1.23925 -2.53213
H22 0.94622 1.93884 -3.64371
O7 0.43492 1.22764 -3.88789
H23 0.83702 0.69621 2.67891
H24 0.01756 1.46797 3.67784
O8 0.71622 0.79785 3.66239
H25 -1.57158 1.77969 2.26964
H26 -2.65555 1.89662 3.40684
O9 -1.69880 1.82171 3.25748
H27 0.09484 -3.94707 0.55136
H28 -0.02232 -3.57154 2.00609
O10 -0.17967 -4.27090 1.30940
H29 -0.89090 -1.63526 3.02894
H30 0.01567 -0.89538 3.85628
O11 -0.20142 -1.73973 3.63657

Summary:
* HOMO level: -6.15 eV
* total energy: -1090.8905 Eh
* total charge: -1
* ΔE to the lowest compared entry with this formula, charge and spin: 67.4 kcal/mol

Molecular formula: C22H52B2Br2F3N3O8
Method: DFT, the ωB97M-V functional and the def2-TZVPD basis

Element x y z (Å)
O1 3.08760 4.01763 1.63839
B1 2.51646 3.35504 0.54764
O2 2.47859 1.99148 0.57471
B2 1.81750 4.27873 -0.68801
C1 0.29396 4.32552 -1.02965
C2 -0.63922 3.58821 -0.05151
C3 -2.04216 4.19848 -0.00105
F1 -2.46758 4.49750 -1.26750
Br1 -1.97167 5.88679 0.98169
C4 -3.09811 3.24451 0.68159
F2 -2.58060 2.00297 0.80359
F3 -3.40718 3.64190 1.92242
Br2 -4.75628 3.11188 -0.32071
H1 3.52711 4.82457 1.34770
H2 2.97164 1.64021 1.33868
H3 2.53249 4.97540 -1.35556
H4 0.18006 3.88765 -2.03362
H5 0.00135 5.38031 -1.13563
H6 -0.73468 2.54571 -0.36135
H7 -0.24303 3.61041 0.96652
C5 1.12275 -1.59709 6.53690
O3 1.81507 -0.45429 6.99510
C6 3.09991 -0.71284 7.54383
C7 4.19791 -0.17654 6.65205
N1 4.28679 -0.93044 5.41059
C8 5.17107 -0.35992 4.40305
C9 4.85283 1.02652 3.85639
O4 3.67921 1.08394 3.06387
C10 2.46339 1.21953 3.78874
H8 0.09986 -1.29039 6.32622
H9 1.55800 -2.01030 5.61982
H10 1.10465 -2.38266 7.29816
H11 3.23471 -1.78432 7.72040
H12 3.15358 -0.20051 8.50813
H13 5.15185 -0.25753 7.18246
H14 3.99766 0.89203 6.49144
H15 3.36019 -1.03447 5.01834
H16 5.19065 -1.05089 3.55652
H17 6.18621 -0.33444 4.81281
H18 5.67244 1.31006 3.19186
H19 4.80558 1.78834 4.64242
H20 2.60990 1.79296 4.70624
H21 2.02674 0.24896 4.03713
H22 1.75490 1.75426 3.15685
C11 -6.95964 -0.42265 -0.54540
O5 -6.48671 0.46291 -1.53875
C12 -5.36581 -0.00925 -2.27511
C13 -5.74139 -0.34156 -3.70243
N2 -6.60225 -1.51249 -3.76906
C14 -7.17821 -1.78173 -5.08104
C15 -8.09707 -0.73426 -5.69947
O6 -9.33478 -0.57687 -5.03449
C16 -9.32207 0.28852 -3.91699
H23 -7.67531 0.12836 0.06251
H24 -7.46567 -1.29615 -0.97142
H25 -6.14502 -0.76867 0.09788
H26 -4.91829 -0.87598 -1.77900
H27 -4.62324 0.79286 -2.28919
H28 -4.82515 -0.54657 -4.26541
H29 -6.20363 0.55557 -4.13771
H30 -7.34931 -1.41388 -3.09427
H31 -7.74653 -2.71164 -5.00349
H32 -6.35807 -1.97029 -5.78216
H33 -8.34458 -1.07591 -6.70755
H34 -7.60184 0.23901 -5.80725
H35 -8.61386 1.11116 -4.05208
H36 -9.07927 -0.23736 -2.98876
H37 -10.32426 0.70405 -3.81402
C17 2.02011 -1.04868 -3.74109
O7 3.01908 -0.58218 -2.86124
C18 2.72404 -0.75119 -1.47744
C19 3.59929 -1.81400 -0.85065
N3 3.26988 -3.14435 -1.34122
C20 4.19836 -4.19572 -0.94498
C21 5.65058 -4.09120 -1.39702
O8 5.84338 -4.25526 -2.78804
C22 5.65368 -3.09427 -3.57186
H38 2.27497 -0.69213 -4.73795
H39 1.96199 -2.14297 -3.76888
H40 1.03499 -0.65650 -3.46868
H41 1.66503 -0.98952 -1.33552
H42 2.92449 0.19764 -0.98051
H43 3.44888 -1.79218 0.23387
H44 4.64421 -1.53465 -1.04622
H45 3.20922 -3.11981 -2.35059
H46 3.80414 -5.14116 -1.32543
H47 4.18809 -4.26613 0.14823
H48 6.19666 -4.91152 -0.92449
H49 6.12266 -3.15983 -1.05951
H50 5.95582 -2.19083 -3.03440
H51 4.61558 -2.97980 -3.89764
H52 6.27475 -3.19578 -4.46168

Summary:
* HOMO level: -8.59 eV
* total energy: -7132.8749 Eh
* structure (SMILES): OB(O)BCC[C@](F)(Br)C(F)(F)Br.COCCNCCOC.COCCNCCOC.COCCNCCOC